Entry 1:
Entry from OMol25: an isolated molecule of C23H20N2O3 at a distorted geometry (ωB97M-V with the def2-TZVPD basis set).

Geometry (Å):
C: -8.270 -1.175 0.038
C: -8.001 0.270 -0.373
O: -6.835 0.402 -1.159
C: -5.609 0.345 -0.579
C: -5.359 0.273 0.789
C: -4.057 0.238 1.252
C: -2.976 0.269 0.374
C: -3.234 0.345 -1.000
C: -4.525 0.383 -1.465
H: -4.737 0.443 -2.521
H: -2.396 0.371 -1.678
C: -1.624 0.220 0.878
N: -0.621 0.238 0.096
N: 0.613 0.184 0.621
C: 1.731 0.200 -0.148
O: 1.755 0.268 -1.350
C: 3.022 0.101 0.701
C: 3.761 -1.146 0.256
C: 3.402 -2.463 0.439
C: 4.229 -3.449 -0.085
C: 5.377 -3.112 -0.785
C: 5.738 -1.787 -0.972
C: 4.925 -0.799 -0.443
C: 5.054 0.652 -0.440
C: 6.031 1.481 -0.964
C: 5.912 2.849 -0.772
C: 4.841 3.381 -0.071
C: 3.851 2.557 0.448
C: 3.969 1.198 0.259
H: 3.010 2.969 0.986
H: 4.770 4.450 0.067
H: 6.665 3.511 -1.174
H: 6.866 1.073 -1.512
H: 6.632 -1.531 -1.519
H: 6.000 -3.896 -1.192
H: 3.970 -4.489 0.049
H: 2.502 -2.723 0.976
O: 2.691 0.128 2.079
H: 3.511 0.080 2.583
H: 0.734 0.135 1.636
H: -1.500 0.164 1.969
H: -3.880 0.183 2.317
H: -6.165 0.249 1.505
H: -7.954 0.925 0.506
H: -8.806 0.626 -1.022
H: -8.348 -1.801 -0.847
H: -9.202 -1.231 0.594
H: -7.464 -1.560 0.658

Output
energy above the lowest of the compared OMol25 structures with the same formula, charge and spin: 119.1 kJ/mol
SMILES string: CCOc1ccc(/C=N/NC(=O)C2(O)c3ccccc3-c3ccccc32)cc1
total charge: 0
highest occupied orbital energy: -7.93 eV
Kohn-Sham gap: 8.4 eV

Entry 2:
Entry from OMol25: C23H25N7O11PV as an isolated structure at a distorted geometry (ωB97M-V with the def2-TZVPD basis set).

Geometry (Å):
V: -0.137 -0.097 -0.026
O: 3.357 -3.231 -0.989
C: 2.541 -2.339 -0.443
O: 1.541 -2.603 0.166
C: 3.023 -0.917 -0.705
O: 2.213 0.063 -0.081
C: 2.498 0.343 1.291
C: 1.294 0.017 2.191
O: 1.345 0.324 3.372
O: 0.323 -0.558 1.602
H: 3.031 -4.135 -0.864
H: 2.961 -0.738 -1.781
H: 4.069 -0.822 -0.402
H: 2.663 1.420 1.391
H: 3.373 -0.199 1.655
O: -0.139 -0.976 -1.505
C: -0.107 -0.626 -2.717
C: -0.023 0.744 -3.097
C: 0.063 1.148 -4.440
C: 0.194 2.475 -4.745
C: 0.255 3.463 -3.749
C: 0.190 3.100 -2.432
C: 0.041 1.746 -2.074
O: -0.031 1.377 -0.833
N: 0.301 2.880 -6.147
O: 0.361 1.997 -6.978
O: 0.330 4.071 -6.380
H: -0.122 -1.398 -3.486
H: 0.031 0.413 -5.233
H: 0.367 4.495 -4.045
H: 0.272 3.830 -1.638
N: -4.831 3.313 0.880
C: -4.516 2.214 0.675
N: -4.168 0.998 0.449
C: -2.998 0.515 0.399
N: -2.015 -0.096 0.213
C: -1.827 -3.011 0.346
C: -1.396 -4.318 0.193
C: -1.002 -5.103 1.314
C: -0.625 -6.411 1.164
C: -0.603 -6.995 -0.114
C: -0.982 -6.243 -1.239
C: -1.371 -4.939 -1.090
C: -0.172 -8.341 -0.274
N: 0.200 -9.421 -0.410
H: -1.864 -2.548 1.322
H: -2.199 -2.456 -0.502
H: -1.017 -4.644 2.294
H: -0.344 -7.009 2.020
H: -0.969 -6.710 -2.215
H: -1.670 -4.353 -1.950
N: 1.365 2.480 4.782
C: -0.035 2.759 4.356
P: 0.120 3.101 2.512
O: 1.590 3.333 2.338
O: -0.602 2.112 1.646
C: -0.769 4.736 2.273
N: -1.316 4.709 0.894
H: 1.553 1.490 4.523
H: 1.574 2.682 5.755
H: 1.955 3.018 4.102
H: -0.425 3.627 4.884
H: -0.667 1.893 4.531
H: -0.042 5.537 2.379
H: -1.575 4.872 2.993
H: -1.019 3.811 0.481
H: -1.009 5.486 0.318
H: -2.410 4.644 0.882

Output
multiplicity: 2
energy above the lowest of the compared OMol25 structures with the same formula, charge and spin: 213.7 kJ/mol
total charge: +1
highest occupied orbital energy (alpha / beta): -9.46 / -10.71 eV
Kohn-Sham gap (alpha / beta): 5.9 / 7.1 eV
<S²>: 0.8197

Entry 3:
Entry from OMol25: an isolated molecule of C19H21N3O2 at a distorted geometry (ωB97M-V with the def2-TZVPD basis set).

Geometry (Å):
C: 1.298 3.755 -3.887
C: 1.046 2.411 -3.217
C: 1.520 1.251 -4.089
H: 2.585 1.364 -4.299
C: 1.301 -0.105 -3.416
N: -0.100 -0.371 -3.199
C: -0.677 -0.410 -1.986
N: 0.105 -0.348 -0.912
C: -0.411 -0.455 0.302
C: -1.782 -0.683 0.514
C: -2.626 -0.678 -0.592
C: -2.094 -0.527 -1.862
C: -2.897 -0.501 -3.014
N: -3.508 -0.469 -3.987
H: -3.690 -0.802 -0.452
C: -2.365 -0.960 1.847
O: -3.442 -0.560 2.217
O: -1.568 -1.750 2.575
C: -1.994 -2.060 3.901
C: -0.778 -2.482 4.705
H: -0.313 -3.351 4.249
H: -1.079 -2.729 5.719
H: -0.050 -1.675 4.732
H: -2.735 -2.866 3.852
H: -2.477 -1.177 4.333
C: 0.529 -0.272 1.416
C: 0.196 0.538 2.499
C: 1.090 0.709 3.540
C: 2.321 0.074 3.512
C: 2.664 -0.719 2.429
C: 1.778 -0.884 1.381
H: 2.034 -1.500 0.533
H: 3.627 -1.209 2.403
H: 3.013 0.202 4.331
H: 0.825 1.339 4.377
H: -0.759 1.045 2.516
H: -0.707 -0.343 -4.005
H: 1.782 -0.127 -2.438
H: 1.719 -0.901 -4.043
H: 0.988 1.272 -5.044
H: 1.567 2.374 -2.258
H: -0.022 2.303 -3.015
H: 0.953 4.569 -3.254
H: 2.360 3.895 -4.077
H: 0.770 3.814 -4.837

Output
energy above the lowest of the compared OMol25 structures with the same formula, charge and spin: 94.3 kJ/mol
SMILES string: CCCCNc1nc(-c2ccccc2)c(C(=O)OCC)cc1C#N
total charge: 0
highest occupied orbital energy: -8.52 eV
Kohn-Sham gap: 8.5 eV

Entry 4:
Entry from OMol25: C4H5N2O2S as an isolated structure at a distorted geometry (ωB97M-V with the def2-TZVPD basis set).

Geometry (Å):
C: 1.347 1.424 -0.991
C: 2.335 0.788 -0.251
C: 0.365 0.532 -1.452
C: -1.528 -1.291 0.213
N: 0.755 -0.801 -1.169
N: 2.061 -0.480 0.083
O: -0.660 0.818 -2.048
O: 2.861 -1.405 0.251
S: -0.106 -2.063 -0.685
H: 1.264 2.559 -0.961
H: 3.177 1.172 0.411
H: -1.306 -1.377 1.257
H: -2.486 -1.880 0.131
H: -1.519 -0.355 -0.210

Output
multiplicity: 3
energy above the lowest of the compared OMol25 structures with the same formula, charge and spin: 110.7 kJ/mol
total charge: -1
highest occupied orbital energy (alpha / beta): -0.85 / -3.65 eV
Kohn-Sham gap (alpha / beta): 4.5 / 7.1 eV
<S²>: 2.0237

Entry 5:
Entry from OMol25: an isolated molecule of C2H2S at a distorted geometry (ωB97M-V with the def2-TZVPD basis set).

Geometry (Å):
C: 0.717 -1.017 0.082
C: -0.384 -0.616 -0.012
S: -2.009 -0.095 -0.048
H: 1.540 -1.618 -0.101
H: -1.936 1.496 -0.223

Output
energy above the lowest of the compared OMol25 structures with the same formula, charge and spin: 136.4 kJ/mol
SMILES string: C#CS
total charge: 0
highest occupied orbital energy: -9.23 eV
Kohn-Sham gap: 9.3 eV

Entry 6:
Entry from OMol25: C6H15F6LiN3O16PS6 as an isolated structure at a distorted geometry (ωB97M-V with the def2-TZVPD basis set).

Geometry (Å):
Li: -1.169 -0.297 -0.651
N: -0.527 -3.132 -1.211
S: 0.147 -3.961 -2.353
O: 0.375 -5.397 -2.288
O: 1.127 -3.181 -3.112
F: -1.204 -3.923 -3.220
S: 0.574 -3.903 -0.140
O: 1.877 -3.429 -0.221
O: 0.341 -5.260 0.300
F: -0.010 -3.066 1.139
N: -5.757 -2.499 -2.106
S: -5.762 -2.193 -3.781
O: -4.595 -1.476 -4.329
O: -7.108 -2.068 -4.384
F: -5.416 -3.745 -4.178
S: -5.830 -0.962 -1.796
O: -6.842 -0.115 -2.411
O: -4.514 -0.416 -1.443
F: -6.609 -1.113 -0.395
N: 0.434 2.773 -5.749
S: 1.876 1.920 -5.617
O: 2.295 1.183 -6.816
O: 2.307 1.430 -4.310
F: 2.788 3.212 -5.681
S: -0.308 1.532 -5.231
O: -0.447 1.327 -3.813
O: -0.466 0.378 -6.058
F: -1.682 2.288 -5.399
C: 4.233 0.449 0.870
C: 3.150 1.548 1.114
O: 2.783 1.695 2.497
P: 1.245 1.579 3.016
O: 0.394 0.847 2.023
O: 1.325 1.002 4.544
C: 1.529 -0.309 4.880
C: 2.832 -0.938 4.316
O: 0.745 3.154 3.256
C: -0.558 3.590 3.674
C: -0.588 3.462 5.189
H: 5.111 0.647 1.485
H: 3.966 -0.599 1.003
H: 4.522 0.462 -0.181
H: 3.563 2.514 0.824
H: 2.250 1.345 0.535
H: 1.369 -0.369 5.956
H: 0.656 -0.832 4.490
H: 2.793 -2.005 4.531
H: 2.758 -0.833 3.233
H: 3.777 -0.547 4.695
H: -0.568 4.654 3.440
H: -1.362 3.111 3.114
H: -0.230 2.472 5.472
H: -0.034 4.281 5.649
H: -1.554 3.714 5.627

Output
energy above the lowest of the compared OMol25 structures with the same formula, charge and spin: 472.2 kJ/mol
total charge: -2
highest occupied orbital energy: -5.05 eV
Kohn-Sham gap: 8.2 eV

Calculated total energy / eV: -33297.9396 -92177.8685 -28610.0092 -22134.6946 -12938.5726 -134505.4044